{"formula": "C5H8N2", "method": "the ωB97M-V functional and the def2-TZVPD basis", "smiles": "C[C@H]1CN[C@H]1C#N", "lumo_ev": 0.9, "homo_ev": -9.7, "relative_energy_kcal_mol": 30.1, "e_tot_ev": -8293.68934, "symbols": ["C", "C", "C", "N", "C", "C", "N", "H", "H", "H", "H", "H", "H", "H", "H"], "positions_angstrom": [[-1.104, 0.228, 1.232], [0.167, -0.369, 0.655], [0.018, -1.344, -0.533], [1.052, -0.600, -1.278], [1.027, 0.506, -0.307], [0.365, 1.739, -0.763], [-0.152, 2.706, -1.133], [-1.770, 0.579, 0.436], [-1.643, -0.522, 1.821], [-0.886, 1.081, 1.884], [0.800, -0.778, 1.448], [-0.986, -1.307, -0.978], [0.285, -2.390, -0.348], [0.808, -0.341, -2.228], [2.023, 0.780, 0.061]], "forces_ev_per_angstrom": [[-0.021, 0.015, 0.012], [-0.045, -0.010, 0.117], [-0.190, -0.257, 0.069], [0.002, 0.067, -0.248], [0.122, 0.187, 0.105], [-0.429, 0.804, -0.340], [0.471, -0.940, 0.338], [0.106, -0.040, 0.115], [0.076, 0.097, -0.084], [-0.015, -0.128, -0.065], [-0.083, 0.057, -0.126], [0.151, 0.031, 0.050], [-0.061, 0.157, -0.028], [0.077, -0.038, 0.126], [-0.161, -0.002, -0.041]], "lowdin_charge": [-0.07, -0.29, -0.16, 0.00, -0.29, -0.18, 0.15, 0.08, 0.08, 0.08, 0.14, 0.12, 0.11, 0.11, 0.14]}